{
  "formula": "C19H27N3O2",
  "method": "ωB97M-V/def2-TZVPD",
  "elements": ["C", "H", "H", "H", "C", "C", "H", "H", "H", "O", "C", "C", "H", "H", "C", "N", "C", "O", "C", "C", "C", "N", "C", "N", "C", "C", "C", "H", "H", "C", "H", "C", "H", "C", "C", "H", "C", "H", "H", "H", "H", "H", "H", "H", "H", "H", "H", "H", "H", "H", "H"],
  "coordinates": [[4.69511, 4.73686, -3.00580], [3.74911, 5.06906, -3.42660], [4.77897, 5.10762, -1.98725], [5.50818, 5.15955, -3.59029], [4.77591, 3.20909, -3.04594], [4.82574, 2.70846, -4.48661], [4.85081, 1.62248, -4.49927], [5.70906, 3.09222, -4.98875], [3.93842, 3.03921, -5.01938], [3.65888, 2.57470, -2.44778], [3.54084, 2.67196, -1.04494], [2.51841, 3.72164, -0.58946], [2.88333, 4.72714, -0.79735], [2.37668, 3.62213, 0.48763], [1.17065, 3.54363, -1.29685], [0.56406, 2.26415, -1.02110], [-0.28698, 2.08278, 0.01586], [-0.64619, 2.99807, 0.73518], [-0.76220, 0.68137, 0.21261], [-0.84154, -0.23687, -0.82178], [-1.31580, -1.50788, -0.52526], [-1.49591, -2.58980, -1.35001], [-1.96067, -3.52422, -0.58357], [-2.11646, -3.16127, 0.72160], [-1.70384, -1.85225, 0.79440], [-1.63364, -0.92362, 1.82471], [-1.16659, 0.33261, 1.51081], [-1.10456, 1.09618, 2.27134], [-1.93509, -1.16138, 2.83252], [-2.60131, -4.00855, 1.77870], [-2.86733, -4.96027, 1.30673], [-3.83563, -3.42931, 2.51053], [-4.71131, -4.04323, 2.30179], [-3.49864, -3.45836, 4.00669], [-2.38409, -4.49607, 4.12857], [-2.80554, -5.50247, 4.11067], [-1.55019, -4.25971, 2.87438], [-0.92942, -3.37144, 2.99578], [-0.90084, -5.09948, 2.63084], [-1.80383, -4.38138, 5.04243], [-3.13043, -2.48535, 4.33414], [-4.36573, -3.70881, 4.61525], [-4.04990, -2.41916, 2.16394], [-2.21019, -4.51054, -0.92722], [-0.58335, 0.00772, -1.83999], [0.93814, 1.46792, -1.50958], [0.47589, 4.31086, -0.94745], [1.31216, 3.63333, -2.37608], [3.21216, 1.68372, -0.70002], [4.51761, 2.87839, -0.58836], [5.69170, 2.88949, -2.51730]],
  "forces_ev_per_angstrom": [[0.0, -0.4, 0.2], [-0.1, 0.1, -0.1], [0.0, 0.1, 0.1], [0.1, 0.1, 0.0], [0.2, 0.1, -0.3], [0.0, 0.0, 0.5], [0.0, -0.1, 0.0], [0.1, 0.0, -0.1], [-0.1, 0.1, -0.1], [-0.1, 0.0, -0.2], [-0.1, 0.1, 0.4], [0.0, -0.3, -0.4], [0.0, 0.1, 0.0], [0.0, 0.0, 0.1], [0.1, 0.4, 0.2], [0.2, -0.1, -0.3], [0.0, -0.1, -0.2], [0.0, 0.1, 0.2], [-0.2, -0.2, 0.0], [0.0, 0.0, 0.2], [-0.2, -0.2, 0.7], [0.1, -0.1, -0.6], [0.0, 0.1, -0.1], [0.1, 0.1, -0.3], [0.2, 0.4, -0.5], [0.0, 0.0, 0.1], [0.0, 0.1, 0.0], [0.0, 0.1, 0.1], [0.0, 0.0, 0.1], [0.0, -0.2, 0.4], [0.0, 0.1, 0.0], [-0.1, 0.0, 0.0], [0.0, 0.0, 0.0], [-0.1, -0.1, 0.0], [0.1, 0.1, 0.0], [0.0, -0.1, 0.0], [-0.1, -0.2, 0.0], [0.0, 0.0, 0.0], [0.1, 0.0, -0.1], [0.0, -0.1, 0.1], [0.0, 0.0, 0.0], [0.0, 0.1, 0.1], [-0.1, 0.0, -0.1], [-0.1, -0.3, 0.0], [0.0, 0.0, -0.1], [-0.1, 0.0, 0.1], [0.1, -0.1, -0.2], [-0.1, 0.1, 0.1], [0.1, 0.1, 0.0], [0.0, -0.1, 0.0], [-0.2, 0.0, -0.1]],
  "total_energy_ev": -28707.703,
  "e_above_lowest_kcal_mol": 23.1,
  "homo_energy_ev": -8.63,
  "smiles": "CC(C)OCCCNC(=O)c1ccc2c(c1)ncn2C1CCCC1"
}